{"formula": "C3H7NO", "method": "the ωB97M-V functional and the def2-TZVPD basis", "species": ["O", "C", "C", "N", "C", "H", "H", "H", "H", "H", "H", "H"], "coordinates": [[0.233093, 1.527628, -1.145002], [-0.227330, 0.857594, 0.004227], [0.899596, 0.057572, 0.631466], [0.340718, -1.126295, -0.000584], [-0.917430, -0.494450, -0.206897], [0.475643, 0.769266, -1.724824], [-0.748724, 1.588736, 0.582669], [1.903273, 0.457411, 0.227456], [0.923225, -0.002244, 1.706454], [0.343951, -2.098662, 0.399826], [-1.523545, -0.790136, -1.105510], [-1.702469, -0.746422, 0.630719]], "forces_ev_per_a": [[-0.157, -1.240, -0.978], [-0.375, 0.467, -0.073], [1.884, 0.440, -0.216], [0.879, -2.589, -0.418], [-3.337, -0.963, 0.808], [0.057, 1.051, 0.083], [-0.284, 0.353, 0.532], [-1.239, -0.970, 0.706], [-0.010, 0.225, 0.593], [0.323, 1.760, -0.304], [0.938, 0.677, 0.174], [1.320, 0.790, -0.906]], "nbo_charge": [-0.6935, 0.0735, -0.2367, -0.6463, -0.2412, 0.4653, 0.1849, 0.1919, 0.1816, 0.3724, 0.1918, 0.1565], "lumo_ev": 1.02, "homo_energy_ha": -0.32546, "orbital_gap_ev": 9.88, "total_charge": 0, "e_above_lowest_kcal_mol": 56.7, "smiles": "OC1CNC1"}